(1)
Molecular formula: C36H53BBaF2N7O5S5
Method: DFT, the ωB97M-V functional and the def2-TZVPD basis

The geometry in XYZ format:
```
110
Properties=species:S:1:pos:R:3:forces:R:3:lowdin_charge:R:1
Ba 0.7740 0.0674 0.7010 -0.3277 -0.2674 0.4357 1.700
C 4.1507 -0.3067 -0.8366 0.1250 0.4364 -0.4976 -0.129
N 2.9647 -1.1757 -0.9611 0.3162 -0.0129 -0.3868 -0.212
C 2.5599 -1.4376 -2.3828 -0.7665 -0.2526 0.9881 -0.116
C 1.6971 -0.3183 -2.9476 -0.4131 0.3507 -1.5524 -0.249
C 2.0187 0.1687 -4.2432 0.4471 -0.8977 0.5490 -0.019
C 1.1442 1.0067 -4.8860 -0.4107 1.1927 0.2041 -0.053
C 0.0784 1.5429 -4.1557 0.4375 -0.4188 -0.9077 -0.041
C -0.1872 1.0169 -2.9058 -0.2875 0.3909 0.3839 -0.147
N 0.5341 0.0512 -2.3243 1.8855 -0.2223 -0.3236 0.026
C 3.2983 -2.4575 -0.3286 0.5382 -1.2004 -1.3335 -0.169
C 3.6900 -2.3227 1.1042 0.0529 -0.2011 0.3567 -0.310
C 5.0042 -2.5048 1.5114 -0.6015 0.3789 0.6880 -0.018
C 5.3073 -2.2464 2.8334 0.6448 -0.2722 -0.0152 -0.054
C 4.3334 -1.8143 3.6898 -0.1442 0.1740 1.9821 -0.053
C 3.0183 -1.7821 3.2554 0.2846 0.8260 -1.0895 -0.100
N 2.7122 -1.9850 1.9574 -0.0239 0.0690 0.2414 0.049
C 3.9451 1.2024 -0.8943 -0.5530 0.7964 -0.3024 -0.222
C 5.0559 1.9872 -1.2521 -0.2433 -0.2404 0.5041 -0.018
C 4.8892 3.3597 -1.2913 0.1040 0.8968 0.2586 -0.044
C 3.6325 3.9332 -1.0247 1.4637 -0.4132 -0.2063 -0.038
C 2.5938 3.0770 -0.7229 0.9572 0.7814 -0.7938 -0.168
N 2.7266 1.7729 -0.6569 1.1868 -2.1519 0.0503 0.012
H 4.9055 -0.5024 -1.6188 -0.2788 -0.2988 -0.0278 0.136
H 4.6805 -0.5660 0.0866 -0.3003 0.3122 -0.0318 0.117
H 1.8843 -2.3187 -2.3773 0.2892 0.3487 0.2789 0.135
H 3.4101 -1.7871 -3.0241 -0.4301 0.8629 0.3605 0.142
H 2.9343 -0.1320 -4.7826 -0.5430 -0.0789 0.6137 0.125
H 1.3182 1.3654 -5.9045 0.0715 -0.2286 0.3666 0.122
H -0.4918 2.3258 -4.6441 -0.3294 -0.1430 0.4625 0.112
H -1.0186 1.4211 -2.3166 0.0780 -0.2610 -0.2038 0.094
H 4.0845 -3.0029 -0.9410 -0.2617 0.6745 0.7819 0.151
H 2.4606 -3.1442 -0.4335 -0.4209 0.1824 0.2429 0.124
H 5.7964 -2.7191 0.8432 0.4235 -0.4668 -0.7574 0.114
H 6.3067 -2.3943 3.2222 0.1143 0.1697 -0.2079 0.120
H 4.6335 -1.5178 4.7319 -0.6515 -0.4732 -1.1233 0.135
H 2.2111 -1.4228 3.8758 -0.1820 -0.1958 0.2022 0.113
H 6.0546 1.5500 -1.4081 -0.6785 0.1020 -0.0593 0.128
H 5.7608 4.0122 -1.4859 -0.6475 -0.4448 -0.0003 0.124
H 3.5445 5.0098 -1.0400 -0.3211 -0.0338 -0.0423 0.112
H 1.6262 3.4856 -0.6513 -1.2585 0.2945 0.5082 0.097
C -3.4670 6.3200 -2.6627 -0.3811 1.1318 -0.1875 -0.554
C -2.9228 6.2714 -1.2500 0.8141 -0.2425 0.2580 -0.511
S -1.7915 4.8299 -0.9835 -0.1454 -0.0648 0.2884 0.809
C -2.6209 3.9205 0.3635 -0.3422 0.7741 -0.1298 -0.541
C -4.0041 3.3540 -0.0157 -1.0903 0.6205 1.2571 -0.568
S -4.0658 1.9018 -1.0519 0.2062 -0.4655 -1.0369 0.843
C -4.8053 2.5049 -2.6337 0.1545 -0.6604 0.9146 -0.522
C -4.0626 3.6535 -3.2584 0.9623 -0.7044 -0.2384 -0.598
S -4.8655 5.2111 -3.0070 -0.3524 1.1168 0.1804 0.883
H -2.6557 6.1604 -3.3856 -0.3105 0.1277 0.0272 0.078
H -3.8725 7.3718 -2.7914 0.3759 -1.2188 -0.1829 0.097
H -3.7497 6.2859 -0.5307 0.3605 -0.0952 0.0332 0.084
H -2.2411 7.1192 -1.0700 -0.5796 -0.0519 -0.0747 0.068
H -2.6715 4.6602 1.2192 -0.1921 -1.1051 -0.7132 0.091
H -1.9595 3.0839 0.6253 -0.0609 0.2958 0.0852 0.052
H -4.7335 4.1172 -0.4182 0.9514 -0.6789 0.4923 0.074
H -4.4401 2.9450 0.9245 0.1575 0.6096 -0.3756 0.075
H -5.8352 2.7279 -2.4314 -0.5916 0.2473 0.1129 0.057
H -4.8228 1.6329 -3.2839 0.1945 -0.1201 0.0288 0.072
H -3.9764 3.4291 -4.3273 0.3053 0.3248 0.1011 0.079
H -3.0852 3.7061 -2.7498 -0.2512 -0.0124 -0.7906 0.002
F -2.9375 -0.1584 3.4072 0.0349 0.7667 0.6034 0.068
B -1.5909 -0.0370 3.5254 1.1185 -1.5795 -1.6617 -0.600
F -1.0944 1.0588 4.1156 -1.2051 1.1119 0.9453 -0.007
C -3.4932 -9.5720 -0.9681 0.2272 -0.0128 2.5349 -0.114
C -3.2871 -8.0825 -0.7761 0.7381 0.5408 0.8851 -0.278
S -1.7446 -7.8330 0.2123 -1.4964 -0.5990 0.6073 0.677
O -1.9764 -8.2316 1.6057 0.3034 0.8876 -1.5886 -0.325
O -0.7196 -8.4864 -0.5591 0.3343 0.2443 0.2223 -0.322
C -1.3756 -6.0447 0.1054 0.6879 -0.5015 0.6637 -0.209
C -2.3797 -5.0758 0.6603 -1.1465 1.1480 1.2347 -0.145
N -2.0635 -3.6520 0.3409 -0.5645 -0.4680 -1.7678 0.070
C -1.4015 -2.7241 1.0734 -1.2065 -0.8364 0.0881 -0.369
N -1.4296 -1.5482 0.4868 -0.5717 0.5259 -1.4040 -0.055
C -2.1441 -1.6923 -0.7012 1.2582 0.7035 0.5170 -0.027
C -2.4815 -2.9867 -0.8471 0.5958 -0.3292 2.5602 -0.159
N -3.0527 -3.6037 -1.9480 -0.9052 -2.0684 -0.9026 -0.297
O -3.6719 -4.6981 -1.7603 1.2000 2.4182 -1.0544 0.047
O -2.8358 -3.0462 -3.0187 -0.8519 -0.8389 0.5178 0.106
C -0.8738 -2.9998 2.4213 1.3684 -0.9521 -0.0902 -0.043
H -4.2952 -9.7224 -1.6206 -1.4695 -0.2436 -0.8650 0.057
H -3.7396 -9.9667 0.0496 0.0875 -0.1712 -0.9799 0.100
H -2.6607 -10.1283 -1.3750 0.4775 0.2894 0.0546 0.079
H -4.1290 -7.5133 -0.3207 0.5355 -0.6946 -0.1259 0.115
H -3.0542 -7.6346 -1.7109 0.2351 0.6666 -0.8809 0.077
H -1.2203 -5.8548 -0.9472 0.3241 -0.0688 -0.2795 0.098
H -0.4272 -5.9716 0.7045 -0.6396 -0.0537 -0.8219 0.123
H -2.3955 -5.0988 1.7500 0.1185 -0.2326 0.0265 0.128
H -3.4344 -5.2016 0.3518 0.8617 -0.3024 -0.0128 0.125
H -2.3191 -0.8616 -1.3824 0.0797 -0.3285 0.2436 0.105
H -0.2150 -3.9032 2.4009 -0.5474 0.4571 0.0537 0.099
H -1.6451 -3.1250 3.1915 0.0865 0.1578 -0.3230 0.104
H -0.2670 -2.1379 2.6922 -0.2526 -0.0374 0.3840 -0.019
C -0.0938 5.2151 4.2380 0.1942 0.6623 1.0950 -0.125
C -0.2218 3.9371 3.4280 0.2713 -0.5508 -0.9169 -0.364
S 0.9664 2.5745 3.7606 -0.3340 0.2248 0.3740 0.946
O 1.0586 1.8466 2.4368 0.4256 0.2560 -0.2575 -0.853
C 2.5539 3.3861 3.9884 -0.4122 0.6603 0.2061 -0.386
C 3.0536 4.1125 2.7674 0.1915 -0.2544 -0.6385 -0.127
H -1.0752 5.3944 4.6706 0.0718 0.3956 0.1761 0.075
H 0.1557 6.0417 3.5641 -0.1642 -0.1112 0.1568 0.076
H 0.6565 5.3180 5.0836 -0.8653 -0.7467 -0.9716 0.092
H -0.1807 4.2445 2.3714 0.5744 -0.5440 0.0833 0.080
H -1.1859 3.3851 3.4660 0.5296 0.4739 0.6185 0.086
H 3.2417 2.5828 4.2843 -0.2354 0.1256 -0.0544 0.094
H 2.4052 4.0390 4.8693 0.1661 -0.2990 -0.3582 0.087
H 3.1097 3.4057 1.9451 -0.1165 -0.2175 -0.1691 0.041
H 4.0840 4.4046 2.9215 0.1517 0.5380 0.0968 0.079
H 2.4342 4.9415 2.3941 0.2053 -0.1051 0.5295 0.088
```
Forces are in eV/Å.

E_LUMO: -0.101 Ha
Orbital gap: 4.6 eV
Charge: +1
ΔE to the lowest compared entry with this formula, charge and spin: 0.000 eV


(2)
Molecular formula: C36H53BFN3O7PS2
Method: DFT, the ωB97M-V functional and the def2-TZVPD basis

The geometry in XYZ format:
```
104
Properties=species:S:1:pos:R:3:forces:R:3:lowdin_charge:R:1
C 3.7415 -3.4698 -4.6919 0.0010 6.8224 2.3502 0.068
C 3.6198 -2.1758 -4.4215 0.8044 -6.1930 -0.9538 -0.111
C 3.4890 -0.5972 -4.0111 -0.6754 -2.4048 -0.8151 -0.126
C 1.9481 -0.4007 -3.5547 -2.1114 0.3014 1.5604 -0.055
C 1.6296 -0.9329 -2.0735 -2.1917 1.2148 -1.6760 -0.029
C 2.7814 -1.5954 -1.1365 -0.0756 0.1581 -0.4659 -0.166
C 3.7261 -0.5103 -0.3928 1.0640 -0.5360 0.2411 -0.173
C 5.3153 -0.9313 -0.4605 0.2257 0.1044 -1.0473 -0.274
N 6.1827 0.3125 -0.4881 -0.2381 -0.9490 0.4631 -0.047
C 0.1681 -0.8156 -1.4704 1.1792 0.8321 -4.1315 -0.121
N -0.1014 -1.2717 -0.0796 1.3332 0.9705 -1.1541 0.042
C -0.9381 -0.2025 -2.4095 1.7765 -0.0785 -0.5861 0.047
C -0.6576 0.3237 -3.9010 2.3811 -1.3695 2.1469 0.021
C 0.8215 0.2579 -4.4882 -1.5326 -2.1000 4.4302 -0.121
S 1.2254 0.9117 -6.1718 1.9164 5.9018 -1.6095 0.728
C 1.7329 -0.5268 -7.2329 0.3096 -1.3350 0.5384 -0.139
O 2.4584 1.8230 -6.0063 -2.6020 -3.6289 0.2959 -0.397
O 0.1662 1.7850 -6.8050 1.4733 -3.4793 1.9029 -0.360
C -1.9450 0.8826 -4.6716 -2.0688 0.2440 -2.6294 -0.255
O -2.3274 0.5969 -5.8447 2.3229 0.8444 5.0986 0.039
C -2.9199 1.8593 -3.7949 -1.2696 0.9611 2.6340 0.001
C -3.5720 3.1801 -4.3537 -0.6540 -0.6976 4.0052 -0.234
P -3.2837 3.7960 -6.1208 -0.6071 -0.8667 -0.2899 0.339
S -4.4236 2.8352 -7.3751 0.1747 0.3447 0.2318 0.112
C -4.5410 3.9936 -3.3766 1.2476 -2.4068 0.6909 -0.042
F -5.1615 5.1987 -3.9064 1.8725 -3.6716 1.7123 -0.024
C -4.8645 3.4962 -1.8860 1.8396 -1.2411 -2.2043 0.118
B -5.9135 4.3698 -0.9602 -1.4308 1.0491 0.8512 -0.438
O -6.7706 3.7405 0.0574 3.0389 0.6785 -0.6893 0.059
O -6.0897 5.8121 -1.1247 0.6149 -2.4696 1.2237 -0.034
C -5.9023 6.5030 0.1599 0.6356 0.4929 0.8190 -0.213
C -4.3535 6.2552 0.5895 0.0713 1.1104 0.6274 -0.092
C -4.1671 2.1590 -1.3467 1.0114 0.4674 -3.0052 -0.076
O -4.3983 1.6309 -0.0107 -0.9743 0.8110 -3.5214 -0.118
C -5.5431 0.7009 -0.1941 -1.0340 -1.8502 0.2564 -0.191
C -5.5057 -0.5474 0.8456 0.1761 -0.6559 -0.4435 -0.171
C -6.2244 -1.8054 0.0751 -0.6038 0.3510 -0.4739 -0.241
C -7.6363 -1.3485 -0.6282 0.0862 -0.2516 0.2628 -0.142
C -3.1956 1.3235 -2.3047 -1.1638 2.5667 -1.0200 0.052
C -2.4593 -0.0539 -1.8236 -0.9494 -0.9646 1.2808 -0.205
O -2.9856 -0.9076 -1.0430 2.3777 3.7850 -3.4857 0.040
H 4.0490 -4.5823 -4.6520 -0.8797 2.5605 -0.3699 0.057
H 3.7867 -0.0133 -4.9516 -0.6027 -0.5056 1.6702 0.099
H 4.2466 -0.4583 -3.1463 -1.4892 0.0058 -1.4850 0.101
H 2.2647 -2.2604 -0.3429 0.7862 1.1134 -1.3967 0.086
H 3.4911 -2.3009 -1.7269 -1.5109 1.2170 0.6433 0.102
H 3.6794 0.5530 -0.8502 -0.2349 -1.8216 0.9191 0.124
H 3.4649 -0.5229 0.7361 0.2454 0.5592 -1.8740 0.079
H 5.6287 -1.6233 0.4060 -0.5656 1.1642 -1.2531 0.108
H 5.5595 -1.5017 -1.4432 -0.8553 0.5078 1.6032 0.107
H 7.0789 0.1550 0.0023 -0.7778 0.1350 -0.6832 0.064
H 6.3653 0.6116 -1.4590 -0.0399 -0.3416 0.8954 0.069
H 0.1161 -2.2787 0.0189 -0.3789 0.6992 -0.3710 0.081
H 0.6258 -0.7843 0.4959 -0.8938 -0.5300 -0.5607 0.073
H 2.8929 -0.5446 -7.2316 -2.0730 0.3419 -0.1511 0.086
H 1.4052 -1.5024 -6.6963 0.3101 1.6720 -0.9949 0.084
H 1.2715 -0.4496 -8.2826 0.6934 0.1323 1.7972 0.095
H -1.8775 3.6034 -6.3979 -0.6997 0.3360 0.6234 -0.014
H -3.5402 5.2199 -6.1593 0.5080 -0.8586 0.6099 -0.007
H -6.1954 3.2773 0.7292 -0.9191 0.3238 -1.1667 0.106
H -6.0943 7.6507 0.0696 0.3395 -2.2212 -0.4394 0.135
H -6.6484 6.1381 0.9759 1.3876 0.3686 -1.5184 0.130
H -3.9806 7.1932 1.1752 -0.6556 -1.7091 -0.8681 0.084
H -4.2430 5.3528 1.3052 -0.1181 1.3066 -1.3675 0.083
H -3.6426 6.1783 -0.3324 -1.5399 -0.0691 1.5878 0.100
H -6.5652 1.2108 -0.0666 1.7561 -0.2974 -0.2644 0.123
H -5.5186 0.2840 -1.2829 0.1360 0.6669 2.0447 0.131
H -4.4161 -0.8255 1.1584 -1.9221 0.5575 -0.8662 0.110
H -6.0718 -0.3526 1.8317 0.7139 0.0223 -1.6574 0.110
H -5.5531 -2.1640 -0.7951 -0.8326 0.4098 1.6838 0.101
H -6.4733 -2.6789 0.8032 0.7255 1.5816 -1.2336 0.108
H -7.4686 -0.8882 -1.6861 -0.3044 -0.6113 2.0610 0.083
H -8.1607 -0.6079 0.0868 0.6592 -1.0702 -1.3699 0.077
H -8.3493 -2.2507 -0.7824 1.3227 1.4642 0.3394 0.077
C 5.5134 -2.8064 7.5783 0.1314 -0.1210 0.0482 -0.099
C 4.6789 -1.5348 7.6104 0.1364 0.0177 -0.0387 -0.227
C 3.3483 -1.5435 6.8542 0.2162 0.2549 -0.0499 -0.111
N 3.4038 -1.7755 5.3247 -0.3131 0.1875 0.3115 -0.230
C 2.0651 -1.2477 4.7649 0.2570 -0.1195 -0.1754 -0.091
C 1.8660 -1.5928 3.2948 -0.0261 0.0175 -0.1178 -0.175
C 1.9827 -3.0865 3.0489 -0.1308 -0.1127 -0.1122 -0.184
C 3.3112 -3.6088 3.5644 -0.0196 0.0033 -0.1431 -0.161
C 3.5147 -3.2761 5.0357 0.0988 0.1069 -0.3141 -0.095
C 4.5485 -0.9869 4.7156 -0.3789 -0.4028 0.1591 0.040
H 6.0116 -2.9469 6.6172 -0.0138 -0.1088 0.0434 0.060
H 6.3074 -2.7463 8.3284 -0.1577 -0.0297 -0.0957 0.089
H 4.9035 -3.6870 7.8007 0.1249 0.0271 -0.0339 0.088
H 5.2941 -0.6878 7.2905 -0.1384 -0.0173 0.0302 0.111
H 4.4369 -1.3347 8.6613 -0.2201 0.0883 -0.2359 0.128
H 2.8815 -0.5625 6.9954 0.0181 -0.1644 -0.1912 0.134
H 2.6672 -2.2930 7.2692 0.1054 0.0165 -0.2501 0.137
H 1.2694 -1.6952 5.3686 0.2073 0.0066 0.0246 0.144
H 2.0528 -0.1633 4.9116 0.1133 -0.2108 0.1395 0.139
H 0.8753 -1.2512 2.9783 0.0793 0.1208 0.2289 0.126
H 2.5850 -1.0551 2.6682 -0.0430 0.0197 0.0926 0.088
H 1.8871 -3.3000 1.9799 -0.0122 0.0082 0.1241 0.109
H 1.1605 -3.6082 3.5530 0.0452 0.0259 -0.0452 0.130
H 4.1326 -3.2045 2.9639 -0.0061 -0.0362 0.0427 0.116
H 3.3454 -4.6958 3.4390 0.1340 0.1266 0.1967 0.134
H 4.4993 -3.6161 5.3502 -0.1145 0.1853 0.1799 0.114
H 2.7550 -3.7783 5.6416 0.0635 0.2150 0.0062 0.144
H 5.4938 -1.3982 5.0678 -0.1421 0.0632 0.0296 0.103
H 4.4430 0.0568 5.0180 0.0206 -0.1619 -0.0291 0.122
H 4.5125 -1.0662 3.6299 -0.0763 0.0223 0.1660 0.093
```
Forces are in eV/Å.

E_LUMO: -0.115 Ha
Orbital gap: 6.3 eV
Charge: +1
ΔE to the lowest compared entry with this formula, charge and spin: 16.168 eV


Total energy across the listed records, respectively: -4403.838414 -3356.083376 a.u..